Model a:
# C6H14NO

A cluster of 2 separate species, C6H14NO in total (ωB97M-V/def2-TZVPD, the Open Molecules 2025 dataset).

Geometry as ORCA input:
```
! wB97M-V def2-TZVPD RIJCOSX def2/J DEFGRID3
* xyz 1 1
C -1.889 -0.717 0.381
C 1.346 -1.006 1.007
C 0.373 -1.027 -1.354
C 1.451 1.070 -0.309
C -1.113 0.349 0.802
C 0.700 -0.209 -0.040
N -1.429 1.491 0.015
O -2.704 -0.489 -0.511
H -2.089 -1.664 0.880
H 0.701 -1.717 1.481
H 2.030 -1.696 0.568
H 1.974 -0.474 1.794
H 0.728 -1.994 -1.142
H -0.656 -0.927 -1.648
H 0.836 -0.612 -2.240
H 1.347 1.536 -1.235
H 2.471 0.785 -0.437
H 1.414 1.751 0.515
H -1.013 0.291 1.799
H -2.130 1.087 -0.590
H -0.575 1.971 -0.417
H -1.771 2.202 0.682
*
```

Values from the calculation:
HOMO-LUMO gap (eV): 10.32
LUMO energy (eV): -3.917
Molecular weight (g mol⁻¹): 116.184
HOMO energy (eV): -14.233

In the Löwdin picture, each atom carries the following charge in e: number 1, C, carries -0.24; number 2, C, carries -0.08; number 3, C, carries 0.01; number 4, C, carries -0.06; number 5, C, carries -0.15; number 6, C, carries -0.34; number 7, N, carries 0.21; number 8, O, carries 0.04; number 9, H, carries 0.16; number 10, H, carries 0.09; number 11, H, carries 0.09; number 12, H, carries 0.13; number 13, H, carries 0.08; number 14, H, carries 0.07; number 15, H, carries 0.10; number 16, H, carries 0.07; number 17, H, carries 0.11; number 18, H, carries 0.10; number 19, H, carries 0.12; number 20, H, carries 0.12; number 21, H, carries 0.18; number 22, H, carries 0.20

Model b:
# C6H14NO

A cluster of 2 separate species, C6H14NO in total (ωB97M-V/def2-TZVPD, the Open Molecules 2025 dataset).

Geometry as ORCA input:
```
! wB97M-V def2-TZVPD RIJCOSX def2/J DEFGRID3
* xyz 1 1
C -1.596 0.725 -0.381
C -0.327 0.746 -1.159
C 0.591 -0.420 -0.917
C 1.904 -0.288 -1.058
C 0.274 -2.591 0.281
C -0.043 -1.732 -0.691
N -1.438 0.924 1.120
H -2.145 -0.206 -0.488
H -2.318 1.486 -0.673
H 0.211 1.700 -1.169
H -0.594 0.851 -2.215
H 2.439 0.620 -1.309
H 2.613 -1.055 -0.803
H 1.092 -2.375 0.961
H -0.229 -3.547 0.293
H -0.844 -2.034 -1.356
H -1.061 1.844 1.336
H -0.795 0.214 1.480
H -2.315 0.703 1.594
H 1.650 1.525 2.494
H 1.764 1.588 0.976
O 1.167 1.321 1.685
*
```

Values from the calculation:
HOMO-LUMO gap (eV): 9.53
LUMO energy (eV): -3.188
Molecular weight (g mol⁻¹): 116.184
HOMO energy (eV): -12.723

In the Löwdin picture, each atom carries the following charge in e: number 1, C, carries -0.14; number 2, C, carries -0.17; number 3, C, carries -0.34; number 4, C, carries 0.07; number 5, C, carries 0.05; number 6, C, carries -0.16; number 7, N, carries 0.19; number 8, H, carries 0.13; number 9, H, carries 0.14; number 10, H, carries 0.13; number 11, H, carries 0.14; number 12, H, carries 0.08; number 13, H, carries 0.08; number 14, H, carries 0.07; number 15, H, carries 0.07; number 16, H, carries 0.11; number 17, H, carries 0.15; number 18, H, carries 0.14; number 19, H, carries 0.17; number 20, H, carries 0.07; number 21, H, carries 0.05; number 22, O, carries -0.04

Stability summary: most stable model b, least stable model a.

Model a:
# C28H48BF2N9O6SbTi

A structure of composition C28H48BF2N9O6SbTi (ωB97M-V/def2-TZVPD, the Open Molecules 2025 dataset).

Geometry as ORCA input:
```
! wB97M-V def2-TZVPD RIJCOSX def2/J DEFGRID3
* xyz 0 2
Ti -0.545 -0.474 0.114
O 2.455 -4.053 4.508
C 1.763 -3.214 3.627
C 1.739 -1.796 3.677
C 1.019 -1.081 2.741
N 0.458 -1.681 1.712
C 0.417 -3.003 1.678
C 1.056 -3.798 2.577
C -0.133 -3.499 0.388
O -0.345 -4.691 0.291
O -0.211 -2.567 -0.507
C 0.950 0.452 2.676
O 1.310 1.111 3.622
O 0.485 0.844 1.521
H 2.756 -3.571 5.283
H 2.292 -1.231 4.436
H 0.993 -4.902 2.439
C -3.489 -4.361 1.760
N -3.072 -3.240 2.531
C -2.950 -3.443 3.962
C -2.962 -2.032 4.462
N -2.226 -1.349 3.366
C -2.197 0.089 3.418
C -2.547 -2.009 2.196
N -2.319 -1.585 0.995
C -3.149 -2.109 -0.120
C -3.284 -0.999 -1.148
N -1.905 -0.716 -1.629
C -1.735 -0.446 -2.899
N -2.791 0.019 -3.733
C -3.587 1.108 -3.163
C -2.188 0.284 -5.039
C -0.912 -0.473 -5.010
N -0.629 -0.583 -3.640
C 0.306 -1.678 -3.308
H -2.923 -5.224 2.202
H -3.063 -4.309 0.789
H -4.565 -4.537 1.804
H -2.025 -4.010 4.084
H -3.768 -4.026 4.360
H -2.428 -1.880 5.361
H -4.005 -1.696 4.575
H -1.882 0.472 2.479
H -3.164 0.492 3.626
H -1.464 0.450 4.191
H -4.180 -2.306 0.259
H -2.685 -2.976 -0.534
H -3.704 -0.053 -0.705
H -3.840 -1.387 -2.021
H -3.592 1.991 -3.810
H -3.181 1.441 -2.219
H -4.612 0.779 -3.055
H -2.001 1.350 -5.097
H -2.820 -0.083 -5.926
H -0.122 0.035 -5.634
H -1.074 -1.471 -5.533
H 0.076 -2.551 -3.904
H 1.333 -1.344 -3.539
H 0.117 -1.941 -2.296
C 2.940 3.526 1.753
Sb 1.770 5.209 2.275
C 0.342 4.475 0.843
C 2.822 6.553 0.969
H 3.046 3.695 0.637
H 2.443 2.621 1.862
H 3.874 3.603 2.315
H 0.834 3.735 0.205
H -0.095 5.272 0.233
H -0.423 3.989 1.424
H 3.623 7.103 1.550
H 2.258 7.307 0.439
H 3.412 5.973 0.325
C 0.928 2.548 -2.644
N 2.205 1.937 -2.268
C 3.448 2.534 -2.669
C 4.543 1.412 -2.745
C 4.537 0.700 -1.374
N 3.240 0.187 -1.029
C 3.247 -0.914 -0.140
C 2.079 0.867 -1.432
O 0.951 0.431 -1.174
H 0.258 1.738 -2.629
H 1.045 3.064 -3.630
H 0.465 3.221 -1.885
H 3.748 3.312 -1.992
H 3.302 2.994 -3.672
H 5.476 1.895 -2.998
H 4.342 0.735 -3.561
H 4.809 1.405 -0.648
H 5.313 -0.099 -1.428
H 3.835 -1.713 -0.608
H 2.227 -1.217 -0.029
H 3.585 -0.697 0.863
F -1.551 2.379 -1.155
B -1.656 1.533 -0.041
F -2.471 2.149 0.809
*
```

Values from the calculation:
HOMO-LUMO gap (alpha / beta) (eV): 7.47 / 8.00
LUMO energy (alpha / beta) (eV): 0.544 / 0.544
Expectation value of S²: 0.754
Molecular weight (g mol⁻¹): 825.184
HOMO energy (alpha / beta) (eV): -6.925 / -7.454

In the Löwdin picture, each atom carries the following charge in e: number 1, Ti, carries 1.00; number 2, O, carries 0.05; number 3, C, carries -0.23; number 4, C, carries 0.08; number 5, C, carries -0.17; number 6, N, carries 0.07; number 7, C, carries -0.20; number 8, C, carries 0.07; number 9, C, carries -0.59; number 10, O, carries 0.07; number 11, O, carries -0.14; number 12, C, carries -0.59; number 13, O, carries 0.06; number 14, O, carries -0.16; number 15, H, carries 0.10; number 16, H, carries 0.13; number 17, H, carries 0.15; number 18, C, carries -0.05; number 19, N, carries -0.09; number 20, C, carries -0.14; number 21, C, carries -0.11; number 22, N, carries -0.07; number 23, C, carries -0.02; number 24, C, carries -0.33; number 25, N, carries 0.03; number 26, C, carries -0.19; number 27, C, carries -0.18; number 28, N, carries -0.02; number 29, C, carries -0.33; number 30, N, carries -0.06; number 31, C, carries -0.04; number 32, C, carries -0.16; number 33, C, carries -0.19; number 34, N, carries -0.08; number 35, C, carries 0.00; number 36, H, carries 0.11; number 37, H, carries 0.05; number 38, H, carries 0.10; number 39, H, carries 0.13; number 40, H, carries 0.12; number 41, H, carries 0.11; number 42, H, carries 0.13; number 43, H, carries 0.04; number 44, H, carries 0.09; number 45, H, carries 0.12; number 46, H, carries 0.14; number 47, H, carries 0.09; number 48, H, carries 0.12; number 49, H, carries 0.13; number 50, H, carries 0.09; number 51, H, carries 0.06; number 52, H, carries 0.08; number 53, H, carries 0.11; number 54, H, carries 0.15; number 55, H, carries 0.14; number 56, H, carries 0.14; number 57, H, carries 0.09; number 58, H, carries 0.10; number 59, H, carries 0.03; number 60, C, carries -0.36; number 61, Sb, carries 1.23; number 62, C, carries -0.35; number 63, C, carries -0.38; number 64, H, carries 0.01; number 65, H, carries -0.05; number 66, H, carries 0.00; number 67, H, carries -0.01; number 68, H, carries 0.01; number 69, H, carries -0.01; number 70, H, carries 0.01; number 71, H, carries -0.01; number 72, H, carries -0.05; number 73, C, carries -0.01; number 74, N, carries -0.06; number 75, C, carries -0.14; number 76, C, carries -0.12; number 77, C, carries -0.16; number 78, N, carries -0.07; number 79, C, carries -0.03; number 80, C, carries -0.38; number 81, O, carries -0.06; number 82, H, carries 0.04; number 83, H, carries 0.11; number 84, H, carries 0.08; number 85, H, carries 0.11; number 86, H, carries 0.13; number 87, H, carries 0.11; number 88, H, carries 0.11; number 89, H, carries 0.10; number 90, H, carries 0.14; number 91, H, carries 0.11; number 92, H, carries 0.06; number 93, H, carries 0.10; number 94, F, carries 0.05; number 95, B, carries -0.58; number 96, F, carries 0.14

Model b:
# C28H48BF2N9O6SbTi

A structure of composition C28H48BF2N9O6SbTi (ωB97M-V/def2-TZVPD, the Open Molecules 2025 dataset).

Geometry as ORCA input:
```
! wB97M-V def2-TZVPD RIJCOSX def2/J DEFGRID3
* xyz 0 2
Ti -0.496 0.622 -0.470
O -1.693 6.620 0.665
C -1.438 5.295 0.477
C -1.242 4.387 1.507
C -0.991 3.045 1.177
N -0.862 2.677 -0.099
C -1.000 3.558 -1.122
C -1.285 4.891 -0.874
C -0.748 2.874 -2.457
O -0.625 3.542 -3.446
O -0.631 1.588 -2.202
C -0.934 1.921 2.180
O -1.325 2.135 3.319
O -0.716 0.751 1.673
H -1.602 6.741 1.620
H -1.226 4.774 2.557
H -1.411 5.673 -1.628
C -4.177 -4.417 -2.888
N -3.043 -3.992 -3.701
C -2.648 -4.904 -4.792
C -1.723 -4.128 -5.639
N -1.173 -3.173 -4.658
C -0.339 -2.126 -5.119
C -2.080 -2.970 -3.629
N -2.036 -1.998 -2.794
C -3.191 -1.726 -1.941
C -3.002 -0.621 -0.883
N -1.925 -0.861 0.084
C -2.262 -1.142 1.317
N -3.289 -0.648 2.001
C -3.957 0.643 1.805
C -3.308 -1.204 3.348
C -2.357 -2.419 3.256
N -1.629 -2.070 2.049
C -0.673 -2.968 1.373
H -4.391 -5.418 -3.167
H -5.057 -3.823 -3.123
H -3.966 -4.328 -1.824
H -3.458 -5.131 -5.428
H -2.240 -5.835 -4.416
H -2.228 -3.507 -6.450
H -0.850 -4.683 -6.075
H 0.510 -2.535 -5.633
H 0.040 -1.542 -4.287
H -0.776 -1.472 -5.819
H -3.515 -2.645 -1.421
H -4.013 -1.260 -2.473
H -3.922 -0.532 -0.402
H -2.853 0.347 -1.335
H -3.422 1.222 1.097
H -4.038 1.297 2.736
H -4.972 0.535 1.496
H -4.303 -1.387 3.717
H -2.896 -0.383 3.932
H -3.003 -3.330 3.158
H -1.760 -2.408 4.124
H -0.898 -4.024 1.650
H 0.298 -2.817 1.802
H -0.673 -2.699 0.322
C 3.823 -0.090 6.199
Sb 2.111 0.027 4.812
C 1.703 2.193 4.738
C 0.599 -0.443 6.253
H 3.755 0.371 7.155
H 4.739 0.225 5.633
H 3.860 -1.235 6.342
H 1.141 2.594 5.571
H 1.181 2.447 3.823
H 2.622 2.779 4.732
H 0.743 0.262 7.117
H 0.578 -1.439 6.591
H -0.454 -0.192 5.887
C 2.338 3.083 -1.374
N 3.380 2.094 -1.220
C 4.330 2.398 -0.181
C 5.375 1.322 0.045
C 5.834 0.745 -1.311
N 4.643 0.258 -2.028
C 4.892 -0.590 -3.258
C 3.540 1.140 -2.138
O 2.750 0.995 -3.057
H 2.859 4.080 -1.592
H 1.737 3.062 -0.429
H 1.716 2.730 -2.260
H 3.759 2.582 0.805
H 4.869 3.301 -0.352
H 4.960 0.522 0.629
H 6.164 1.743 0.634
H 6.470 -0.100 -1.027
H 6.381 1.516 -1.862
H 5.815 -1.078 -3.118
H 5.011 0.028 -4.187
H 4.000 -1.021 -3.546
F 2.267 -1.163 0.222
B 1.623 0.002 0.333
F 2.306 0.839 1.173
*
```

Values from the calculation:
HOMO-LUMO gap (alpha / beta) (eV): 7.69 / 7.97
LUMO energy (alpha / beta) (eV): 0.160 / 0.093
Expectation value of S²: 0.755
Molecular weight (g mol⁻¹): 825.184
HOMO energy (alpha / beta) (eV): -7.526 / -7.880

In the Löwdin picture, each atom carries the following charge in e: number 1, Ti, carries 1.07; number 2, O, carries 0.08; number 3, C, carries -0.28; number 4, C, carries 0.08; number 5, C, carries -0.14; number 6, N, carries 0.05; number 7, C, carries -0.14; number 8, C, carries 0.10; number 9, C, carries -0.56; number 10, O, carries 0.12; number 11, O, carries -0.15; number 12, C, carries -0.59; number 13, O, carries 0.04; number 14, O, carries -0.15; number 15, H, carries 0.11; number 16, H, carries 0.15; number 17, H, carries 0.14; number 18, C, carries -0.05; number 19, N, carries -0.07; number 20, C, carries -0.17; number 21, C, carries -0.14; number 22, N, carries -0.12; number 23, C, carries -0.06; number 24, C, carries -0.35; number 25, N, carries 0.11; number 26, C, carries -0.20; number 27, C, carries -0.21; number 28, N, carries -0.05; number 29, C, carries -0.42; number 30, N, carries -0.05; number 31, C, carries -0.01; number 32, C, carries -0.09; number 33, C, carries -0.08; number 34, N, carries -0.05; number 35, C, carries 0.01; number 36, H, carries 0.07; number 37, H, carries 0.09; number 38, H, carries 0.07; number 39, H, carries 0.10; number 40, H, carries 0.12; number 41, H, carries 0.14; number 42, H, carries 0.14; number 43, H, carries 0.08; number 44, H, carries 0.09; number 45, H, carries 0.07; number 46, H, carries 0.09; number 47, H, carries 0.12; number 48, H, carries 0.08; number 49, H, carries 0.10; number 50, H, carries 0.07; number 51, H, carries 0.12; number 52, H, carries 0.08; number 53, H, carries 0.12; number 54, H, carries 0.12; number 55, H, carries 0.14; number 56, H, carries 0.10; number 57, H, carries 0.10; number 58, H, carries 0.08; number 59, H, carries 0.08; number 60, C, carries -0.37; number 61, Sb, carries 1.26; number 62, C, carries -0.32; number 63, C, carries -0.39; number 64, H, carries -0.03; number 65, H, carries 0.00; number 66, H, carries 0.01; number 67, H, carries 0.00; number 68, H, carries -0.04; number 69, H, carries -0.01; number 70, H, carries 0.01; number 71, H, carries -0.04; number 72, H, carries 0.01; number 73, C, carries -0.02; number 74, N, carries -0.11; number 75, C, carries -0.18; number 76, C, carries -0.15; number 77, C, carries -0.16; number 78, N, carries -0.06; number 79, C, carries -0.02; number 80, C, carries -0.52; number 81, O, carries 0.04; number 82, H, carries 0.12; number 83, H, carries 0.09; number 84, H, carries 0.10; number 85, H, carries 0.14; number 86, H, carries 0.10; number 87, H, carries 0.10; number 88, H, carries 0.11; number 89, H, carries 0.12; number 90, H, carries 0.12; number 91, H, carries 0.06; number 92, H, carries 0.10; number 93, H, carries 0.05; number 94, F, carries 0.13; number 95, B, carries -0.60; number 96, F, carries 0.06

Stability summary: most stable model a, least stable model b.

Model a:
# CH2F2N2O

A cluster of 2 separate species, CH2F2N2O in total (ωB97M-V/def2-TZVPD, the Open Molecules 2025 dataset).

Geometry as ORCA input:
```
! wB97M-V def2-TZVPD RIJCOSX def2/J DEFGRID3
* xyz 0 1
C 3.717 -0.098 -0.045
N 0.078 0.699 -0.002
N -0.600 0.752 1.058
O 3.689 0.192 1.087
F 3.264 -1.254 -0.608
F 4.019 0.711 -1.047
H -1.679 0.887 0.963
H -0.220 0.446 2.011
*
```

Values from the calculation:
HOMO-LUMO gap (eV): 9.16
LUMO energy (eV): 0.719
Molecular weight (g mol⁻¹): 96.036
HOMO energy (eV): -8.442

In the Löwdin picture, each atom carries the following charge in e: number 1, C, carries -0.54; number 2, N, carries -0.03; number 3, N, carries -0.16; number 4, O, carries 0.21; number 5, F, carries 0.12; number 6, F, carries 0.16; number 7, H, carries 0.12; number 8, H, carries 0.12

Model b:
# CH2F2N2O

A cluster of 2 separate species, CH2F2N2O in total (ωB97M-V/def2-TZVPD, the Open Molecules 2025 dataset).

Geometry as ORCA input:
```
! wB97M-V def2-TZVPD RIJCOSX def2/J DEFGRID3
* xyz 0 1
C 1.376 -1.113 -0.937
N 0.914 -0.774 0.105
N -1.566 1.013 0.332
O 1.721 -1.461 -1.965
F -1.300 1.334 1.660
F -1.097 2.048 -0.481
H -1.056 0.198 0.294
H 1.007 -1.245 0.993
*
```

Values from the calculation:
SMILES: N=C=O.FNF
HOMO-LUMO gap (eV): 11.12
LUMO energy (eV): 0.405
Molecular weight (g mol⁻¹): 96.036
HOMO energy (eV): -10.713

In the Löwdin picture, each atom carries the following charge in e: number 1, C, carries -0.41; number 2, N, carries 0.17; number 3, N, carries 0.01; number 4, O, carries 0.20; number 5, F, carries -0.06; number 6, F, carries -0.05; number 7, H, carries 0.03; number 8, H, carries 0.11

Stability summary: most stable model a, least stable model b.